C4H12 | wB97M-V/def2-TZVPD

F_max   2.25 eV/Å
SMILES string   CC.CC
Total energy   -159.568053 Eh
HOMO energy   -11.52 eV
Energy above the lowest of the compared OMol25 structures with the same formula, charge and spin   10.62 kcal per mole
2S+1   1
LUMO   1.17 eV
Total charge   0

Atoms and positions in Å:
C1 0.61648 -1.53692 0.10590
H1 0.38030 -2.90658 1.81719
H2 -2.35214 1.86515 -0.24373
H3 -0.87629 3.49429 -0.95050
H4 1.57941 -3.42224 0.61638
H5 -0.24445 2.35853 -1.99888
H6 0.63173 2.65279 -0.50409
H7 0.64596 -1.85112 -0.93826
C2 1.13049 -2.56456 1.10812
H8 1.91801 -2.13899 1.73405
C3 -1.32500 1.50955 -0.32945
H9 -1.37022 0.47575 -0.65955
H10 -0.43430 -1.28349 0.26350
H11 -1.04965 1.38340 0.73145
C4 -0.36168 2.53260 -0.92056
H12 1.11136 -0.56816 0.16842